No. 1
# C41H51N9O2P

A cluster of 8 separate species, C41H51N9O2P in total (ωB97M-V/def2-TZVPD, the Open Molecules 2025 dataset).

Properties
M in g/mol: 732.89
Net charge: +1
E_HOMO in eV: -11.1
DFT total energy in Eh: -2577.32432
Multiplicity: 1
Orbital gap in eV: 8.62

Cartesian coordinates (Å):
1 C 4.45101 -3.38291 2.20937
2 O 3.03944 -3.47309 2.36268
3 C 2.44009 -2.23739 2.65536
4 C 0.94436 -2.47343 2.52741
5 C 0.29487 -2.13770 1.18978
6 C -1.19940 -2.24738 1.50442
7 P -1.92201 -4.00628 1.38737
8 N -0.54245 -4.93730 0.99321
9 O -2.24392 -4.37538 2.96704
10 C -1.28724 -1.57009 2.88368
11 N 0.15092 -1.49608 3.39578
12 H 4.72150 -3.59409 1.17372
13 H 4.79362 -2.37015 2.44696
14 H 4.96924 -4.06920 2.88034
15 H 2.71352 -1.89033 3.66481
16 H 2.74214 -1.47102 1.92804
17 H 0.65375 -3.45907 2.89182
18 H 0.53786 -1.08395 0.97939
19 H 0.63616 -2.73668 0.34936
20 H -1.82162 -1.69747 0.79100
21 H 0.15343 -5.04636 1.72389
22 H -0.87846 -5.87203 0.78975
23 H -1.51764 -4.29768 3.58929
24 H -1.94750 -2.11115 3.56069
25 H -1.61806 -0.53027 2.83409
26 H 0.49637 -0.56895 3.13508
27 H 0.27863 -1.64505 4.39210
28 N 3.82463 -0.26159 0.02137
29 C 4.75067 0.57312 -0.44652
30 C 5.46478 0.34118 -1.61269
31 C 5.21153 -0.81919 -2.32810
32 C 4.25253 -1.70063 -1.85269
33 C 3.59243 -1.36693 -0.68246
34 H 4.92496 1.46934 0.13797
35 H 6.20318 1.05607 -1.94839
36 H 5.75227 -1.03248 -3.24079
37 H 4.01235 -2.61766 -2.36980
38 H 2.82536 -2.02103 -0.27710
39 N -3.02331 -0.85074 -0.78427
40 C -2.69582 0.44021 -0.84966
41 C -3.53940 1.42425 -1.33475
42 C -4.79470 1.04815 -1.78767
43 C -5.15012 -0.28983 -1.72499
44 C -4.23393 -1.19938 -1.21560
45 H -1.69851 0.69772 -0.50193
46 H -3.21703 2.45483 -1.37916
47 H -5.47364 1.78687 -2.19251
48 H -6.11646 -0.62938 -2.07109
49 H -4.47533 -2.25467 -1.15429
50 N -2.98380 1.41064 3.66138
51 C -3.98701 1.24214 2.79603
52 C -5.29940 1.00789 3.17463
53 C -5.59656 0.94384 4.52595
54 C -4.57014 1.12101 5.43938
55 C -3.29155 1.35290 4.95824
56 H -3.72382 1.29689 1.74396
57 H -6.06674 0.88059 2.42380
58 H -6.60922 0.76400 4.86132
59 H -4.75415 1.08648 6.50405
60 H -2.46744 1.50657 5.64907
61 N 1.29226 1.86889 1.77064
62 C 2.31323 2.50467 2.34292
63 C 2.19508 3.25748 3.50497
64 C 0.95255 3.35106 4.11413
65 C -0.12067 2.69918 3.52578
66 C 0.10334 1.98584 2.35881
67 H 3.27163 2.40664 1.84580
68 H 3.06256 3.74996 3.92220
69 H 0.82521 3.91647 5.02808
70 H -1.11748 2.71755 3.94031
71 H -0.72509 1.47301 1.87515
72 N 2.40777 -5.16144 -2.55380
73 C 3.31553 -6.00288 -3.04424
74 C 3.46875 -7.30977 -2.60611
75 C 2.63483 -7.76922 -1.60056
76 C 1.68444 -6.90428 -1.08214
77 C 1.60745 -5.61639 -1.59122
78 H 3.95174 -5.61091 -3.83079
79 H 4.22250 -7.94811 -3.04555
80 H 2.72162 -8.78259 -1.23118
81 H 1.01125 -7.22496 -0.29865
82 H 0.87022 -4.91935 -1.21175
83 N -3.89889 4.07933 -3.48083
84 C -4.34697 4.92581 -2.55494
85 C -3.90884 6.23539 -2.43237
86 C -2.94332 6.69224 -3.31619
87 C -2.46701 5.82286 -4.28349
88 C -2.97789 4.53413 -4.32691
89 H -5.09766 4.53544 -1.87432
90 H -4.31355 6.87699 -1.66183
91 H -2.56969 7.70582 -3.25141
92 H -1.71320 6.13193 -4.99447
93 H -2.62837 3.82989 -5.07371
94 N 2.03909 5.87158 -5.22044
95 C 2.74650 4.89976 -5.79077
96 C 2.65655 3.56591 -5.41819
97 C 1.78585 3.22166 -4.39677
98 C 1.04354 4.22401 -3.79309
99 C 1.20830 5.52669 -4.24114
100 H 3.41729 5.20483 -6.58610
101 H 3.25505 2.81867 -5.92100
102 H 1.68700 2.19178 -4.07810
103 H 0.34911 4.00637 -2.99253
104 H 0.64323 6.33743 -3.79334

Atom charges from the Löwdin analysis, given in e for atoms 1 to 6: atom 1 (C): -0.076, atom 2 (O): -0.174, atom 3 (C): -0.194, atom 4 (C): -0.219, atom 5 (C): -0.139, atom 6 (C): -0.384


No. 2
# C20H25FN2

An isolated molecule of C20H25FN2 (ωB97M-V/def2-TZVPD, the Open Molecules 2025 dataset).

Properties
M in g/mol: 312.43
Energy relative to the best compared isomer or geometry (same formula, charge and spin) in kJ/mol: 0.0
E_HOMO in eV: -8.6
SMILES string: Fc1cccc(CNC2CCN(CCc3ccccc3)CC2)c1
DFT total energy in Eh: -986.48576
Multiplicity: 1
Orbital gap in eV: 9.51

Cartesian coordinates (Å):
1 F -5.78262 -2.20185 -1.69884
2 C -5.22376 -1.75455 -0.55155
3 C -5.08828 -2.63025 0.51039
4 C -4.51509 -2.15831 1.67779
5 C -4.08830 -0.84435 1.76822
6 C -4.22996 0.02333 0.69335
7 C -3.79591 1.46470 0.78827
8 N -3.26481 1.94828 -0.47668
9 C -1.85324 1.71392 -0.74638
10 C -0.88384 2.49348 0.15508
11 C 0.55374 2.22720 -0.27762
12 N 0.85165 0.81064 -0.17772
13 C 2.25710 0.52615 -0.40335
14 C 2.67802 -0.81200 0.22142
15 C 4.16881 -0.96476 0.13978
16 C 4.75773 -1.60055 -0.94557
17 C 6.13408 -1.70530 -1.04233
18 C 6.94207 -1.17140 -0.05346
19 C 6.36562 -0.53333 1.03171
20 C 4.98943 -0.43031 1.12535
21 C -0.01564 0.05376 -1.06286
22 C -1.47804 0.23690 -0.66904
23 C -4.81078 -0.43969 -0.47955
24 H -5.42476 -3.65029 0.41547
25 H -4.39801 -2.82203 2.52113
26 H -3.63902 -0.49053 2.68505
27 H -3.09562 1.58111 1.62893
28 H -4.68440 2.06158 1.02246
29 H -3.44601 2.94155 -0.56975
30 H -1.69992 2.05348 -1.78079
31 H -1.09069 3.56537 0.09945
32 H -0.99885 2.16957 1.19032
33 H 1.23882 2.77063 0.37899
34 H 0.70074 2.60154 -1.30889
35 H 2.51089 0.52677 -1.47851
36 H 2.84219 1.31765 0.07289
37 H 2.34815 -0.81883 1.26107
38 H 2.19341 -1.63793 -0.30000
39 H 4.13123 -2.02082 -1.71989
40 H 6.57730 -2.20557 -1.89126
41 H 8.01652 -1.25332 -0.12720
42 H 6.99092 -0.11554 1.80755
43 H 4.54302 0.06696 1.97498
44 H 0.24374 -1.00302 -0.98425
45 H 0.12493 0.36358 -2.11635
46 H -2.11552 -0.34702 -1.33288
47 H -1.61457 -0.12757 0.34881
48 H -4.92246 0.22098 -1.32372

Atom charges from the natural (NBO) analysis, given in e for atoms 1 to 6: atom 1 (F): -0.329, atom 2 (C): 0.409, atom 3 (C): -0.298, atom 4 (C): -0.185, atom 5 (C): -0.237, atom 6 (C): 0.009


No. 3
# C4H7N5

The ion C4H7N5 with charge +2 at a distorted geometry (ωB97M-V/def2-TZVPD, the Open Molecules 2025 dataset).

Properties
M in g/mol: 125.13
Energy relative to the best compared isomer or geometry (same formula, charge and spin) in kJ/mol: 9.4
Net charge: +2
E_HOMO in eV: -20.7
SMILES string: C1=[NH+]C[n+]2nn[nH]c2C1
DFT total energy in Eh: -429.67550
Multiplicity: 1
Orbital gap in eV: 10.96

Cartesian coordinates (Å):
1 C -1.16233 -0.58271 -1.09602
2 N -0.06894 -0.28983 -1.69184
3 C 1.18906 0.08606 -1.14718
4 N 0.92904 0.38891 0.21022
5 N 1.81954 1.03323 0.99097
6 N 1.35196 1.15038 2.12487
7 N 0.13679 0.59831 2.16656
8 C -0.14603 0.10697 0.95870
9 C -1.33892 -0.53412 0.36994
10 H -2.02290 -0.87187 -1.69205
11 H -0.05913 -0.37140 -2.71608
12 H 1.93359 -0.72899 -1.24585
13 H 1.61465 0.97045 -1.65727
14 H -0.40225 0.60703 3.03408
15 H -2.26880 -0.00163 0.63745
16 H -1.50535 -1.56080 0.75352

Atom charges from the natural (NBO) analysis, given in e for atoms 1 to 6: atom 1 (C): 0.335, atom 2 (N): -0.397, atom 3 (C): -0.077, atom 4 (N): -0.166, atom 5 (N): 0.067, atom 6 (N): 0.100


No. 4
# CH4OS2

A cluster of 2 separate species, CH4OS2 in total at a distorted geometry (ωB97M-V/def2-TZVPD, the Open Molecules 2025 dataset).

Properties
M in g/mol: 96.18
Energy relative to the best compared isomer or geometry (same formula, charge and spin) in kJ/mol: 252.4
E_HOMO in eV: -8.7
SMILES string: C=O.SS
DFT total energy in Eh: -911.99543
Multiplicity: 1
Orbital gap in eV: 7.60

Cartesian coordinates (Å):
1 C -1.21499 -0.25976 1.50172
2 O -1.34399 0.79744 0.93775
3 H -0.89220 -1.13694 0.89955
4 H -1.17559 -0.20611 2.61233
5 S 0.81359 0.71560 -1.81033
6 S 2.04457 -0.45940 -0.47652
7 H -0.31985 1.46319 -1.90699
8 H 2.08846 -0.91401 -1.75752

Atom charges from the natural (NBO) analysis, given in e for atoms 1 to 6: atom 1 (C): 0.253, atom 2 (O): -0.506, atom 3 (H): 0.131, atom 4 (H): 0.122, atom 5 (S): -0.289, atom 6 (S): -0.070


No. 5
# C4H9NO2S

An isolated molecule of C4H9NO2S at a distorted geometry (ωB97M-V/def2-TZVPD, the Open Molecules 2025 dataset).

Properties
M in g/mol: 135.19
Energy relative to the best compared isomer or geometry (same formula, charge and spin) in kJ/mol: 382.1
E_HOMO in eV: -8.8
DFT total energy in Eh: -761.11788
Multiplicity: 1
Orbital gap in eV: 9.69

Cartesian coordinates (Å):
1 C -0.35522 -2.03597 -1.00020
2 C -0.28248 -0.73361 -1.11929
3 C -1.56496 1.36923 1.94897
4 C 1.06717 0.17615 -1.46262
5 N 1.97294 -0.26307 -0.45851
6 O -1.82631 1.44324 -0.97996
7 O -1.28302 0.26415 1.10250
8 S -1.82515 0.13922 -0.47461
9 H -1.30833 -2.39055 -0.90534
10 H 0.46722 -2.74062 -1.09396
11 H -1.87495 1.07960 2.97478
12 H -2.34562 1.96014 1.45256
13 H -0.58777 1.84229 2.17557
14 H 0.84509 1.21878 -1.43643
15 H 1.54320 -0.08479 -2.42315
16 H 2.91617 0.10991 -0.63622
17 H 1.57121 0.04137 0.43929

Atom charges from the natural (NBO) analysis, given in e for atoms 1 to 6: atom 1 (C): -0.370, atom 2 (C): -0.216, atom 3 (C): -0.259, atom 4 (C): -0.233, atom 5 (N): -0.838, atom 6 (O): -0.966


> Among the records above, which one has the highest M?

C41H51N9O2P


> Among the records above, which one has the lowest E_HOMO?

C4H7N5


> DFT total energy of number 5 (C4H9NO2S)?

-761.11788 Eh